1.
Density functional theory data (ωB97M-V/def2-TZVPD) for a 2-piece molecular cluster, C4H8NO3 overall.

Positions of all 16 atoms, in Å:
C 1.296 -0.148 0.715
N 0.133 -1.077 0.612
C -1.096 -0.510 0.641
C -1.831 -0.937 -0.610
O -1.287 -1.772 -1.343
C -1.325 0.685 -0.505
O -2.144 1.500 -0.170
O 3.072 1.536 -0.231
H 1.217 0.334 1.695
H 1.395 0.631 -0.045
H 2.225 -0.696 0.763
H 3.181 2.071 -1.025
H -1.556 -0.063 1.503
H -2.913 -0.968 -0.635
H 0.160 -1.669 -0.216
H -0.526 1.082 -1.150

Results
relative energy (zero: lowest compared OMol25 entry of this formula, charge and spin): 162.0 kcal per mole
HOMO: -2.74 eV
F_max: 4.65 eV Å⁻¹
electronic energy: -11906.2698 eV
frontier orbital gap: 4.766 eV
charge: -1

2.
Density functional theory data (ωB97M-V/def2-TZVPD) for a 2-piece molecular cluster, C2H7N3O2 overall.

Positions of all 14 atoms, in Å:
C -1.670 -1.361 0.624
N -0.602 -0.679 -0.081
N 0.340 -1.465 -0.268
O 0.433 -2.658 -0.123
O 1.528 -0.865 -0.565
H -2.375 -0.631 0.887
H -2.359 -2.055 -0.056
H -1.370 -1.876 1.495
H 1.577 0.142 -0.721
C 0.537 2.396 -0.211
N 1.472 1.604 -0.456
H -0.368 1.831 -0.146
H 0.521 3.498 0.150
H 2.337 2.120 -0.527

Results
relative energy (zero: lowest compared OMol25 entry of this formula, charge and spin): 147.9 kcal per mole
HOMO: -9.51 eV
F_max: 3.82 eV Å⁻¹
electronic energy: -10747.6625 eV
SMILES: C/N=[N+](\[O-])O.C=N
frontier orbital gap: 10.188 eV

3.
Density functional theory data (ωB97M-V/def2-TZVPD) for one molecule with the formula C4H7NOS2.

Positions of all 15 atoms, in Å:
C 2.973 -0.767 0.400
C 1.870 0.175 0.895
C 0.707 0.379 -0.036
S 0.301 1.850 -0.519
C -0.104 -0.784 -0.480
O 0.417 -1.813 -0.809
N -1.486 -0.569 -0.638
S -2.475 -0.186 0.710
H 3.427 -0.396 -0.481
H 3.709 -0.746 1.174
H 2.599 -1.775 0.198
H 2.434 1.137 1.061
H 1.478 -0.105 1.862
H -1.830 -1.416 -1.035
H -2.640 1.141 0.422

Results
relative energy (zero: lowest compared OMol25 entry of this formula, charge and spin): 31.0 kcal per mole
HOMO: -8.87 eV
F_max: 1.62 eV Å⁻¹
electronic energy: -29468.4448 eV
SMILES: CCC(=S)C(=O)NS
frontier orbital gap: 7.909 eV

4.
Density functional theory data (ωB97M-V/def2-TZVPD) for C4H2GaLiO2 as an isolated structure.

Positions of all 10 atoms, in Å:
O 0.419 -1.023 -1.313
C 1.180 -0.585 -0.330
C 1.374 -0.505 0.883
C -2.107 -0.412 0.656
C -1.809 0.806 0.525
O -1.015 1.796 0.622
Ga 0.940 2.034 0.516
H 0.892 -1.034 -2.158
H 1.755 -0.071 1.794
Li -1.627 -1.007 -1.196

Results
relative energy (zero: lowest compared OMol25 entry of this formula, charge and spin): 55.0 kcal per mole
HOMO (alpha / beta): -13.45 / -13.52 eV
F_max: 4.09 eV Å⁻¹
spin multiplicity: 2
electronic energy: -60843.7117 eV
⟨S²⟩: 0.76
frontier orbital gap (alpha / beta): 8.805 / 7.368 eV
charge: +1

5.
Density functional theory data (ωB97M-V/def2-TZVPD) for a 2-piece molecular cluster, C4H12 overall.

Positions of all 16 atoms, in Å:
C -1.235 -2.268 -0.147
C -0.360 -1.584 -1.197
H -1.311 -1.622 0.727
H -2.223 -2.439 -0.575
H -0.725 -3.178 0.169
H -0.497 -0.511 -1.255
H -0.564 -1.971 -2.201
H 0.694 -1.761 -0.961
C 0.673 2.033 -0.067
C 0.850 1.792 1.433
H 0.608 3.101 -0.304
H 1.573 1.711 -0.600
H -0.213 1.539 -0.456
H 1.156 0.766 1.651
H 1.642 2.430 1.800
H -0.069 1.965 1.984

Results
relative energy (zero: lowest compared OMol25 entry of this formula, charge and spin): 4.1 kcal per mole
HOMO (alpha / beta): 1.59 / -7.78 eV
F_max: 0.75 eV Å⁻¹
spin multiplicity: 2
electronic energy: -4340.8571 eV
⟨S²⟩: 0.75
frontier orbital gap (alpha / beta): 2.828 / 12.317 eV
charge: -1

6.
Density functional theory data (ωB97M-V/def2-TZVPD) for a 2-piece molecular cluster, C9H14O overall.

Positions of all 24 atoms, in Å:
C 0.785 -2.022 1.715
C 0.569 -0.568 1.391
C -0.711 -0.037 1.395
C -0.948 1.303 1.103
C 0.161 2.080 0.825
O -0.055 3.413 0.441
C 1.433 1.564 0.646
C 1.604 0.222 0.927
H 0.113 -2.323 2.517
H 1.799 -2.138 2.091
H 0.616 -2.715 0.896
H -1.531 -0.608 1.817
H -1.864 1.858 1.082
H -0.182 3.953 1.224
H 2.227 2.145 0.206
H 2.585 -0.242 0.930
C -0.688 -1.419 -2.660
C -1.050 -0.012 -2.127
H 0.307 -1.654 -2.259
H -1.373 -2.232 -2.443
H -0.385 -1.409 -3.715
H -0.562 0.719 -2.755
H -0.718 0.041 -1.095
H -2.133 0.082 -2.149

Results
relative energy (zero: lowest compared OMol25 entry of this formula, charge and spin): 15.4 kcal per mole
HOMO: -8.91 eV
F_max: 1.90 eV Å⁻¹
electronic energy: -11606.9690 eV
SMILES: Cc1ccc(O)cc1.CC
frontier orbital gap: 9.838 eV

7.
Density functional theory data (ωB97M-V/def2-TZVPD) for a 12-piece molecular cluster, C43H114N6O13S overall.

Positions of all 177 atoms, in Å:
O -34.529 18.890 -6.774
S -35.198 20.017 -7.474
O -36.019 20.936 -6.731
C -34.059 21.043 -8.500
C -34.580 20.986 -9.972
C -36.040 20.557 -9.941
C -36.150 19.386 -8.951
H -33.061 20.639 -8.329
H -34.070 22.038 -8.055
H -34.480 21.935 -10.499
H -33.898 20.284 -10.451
H -36.356 20.329 -10.958
H -36.654 21.398 -9.617
H -35.609 18.490 -9.255
H -37.141 19.013 -8.695
C -22.432 5.684 -14.860
O -22.474 7.026 -15.216
C -22.618 7.265 -16.651
C -22.758 8.832 -16.798
C -23.968 9.486 -16.101
N -22.883 8.979 -18.235
H -21.623 5.123 -15.329
H -23.359 5.222 -15.199
H -22.302 5.520 -13.790
H -21.681 7.063 -17.171
H -23.435 6.703 -17.102
H -21.901 9.386 -16.415
H -24.878 9.187 -16.621
H -23.836 10.557 -16.257
H -24.058 9.305 -15.030
H -22.378 8.284 -18.766
H -23.832 8.890 -18.569
C -26.800 6.005 -3.140
O -25.700 6.464 -3.818
C -25.746 6.664 -5.209
C -24.485 7.530 -5.537
C -24.456 8.892 -4.847
N -24.492 7.830 -6.931
H -26.380 5.787 -2.158
H -27.257 5.095 -3.529
H -27.538 6.790 -2.977
H -25.678 5.716 -5.741
H -26.704 7.094 -5.502
H -23.619 6.951 -5.217
H -24.437 8.701 -3.774
H -25.326 9.529 -5.010
H -23.490 9.397 -4.840
H -25.081 8.633 -7.101
H -24.947 7.042 -7.369
C -34.570 7.747 -6.270
O -34.252 9.135 -6.262
C -33.286 9.373 -5.166
C -32.981 10.897 -5.010
C -31.954 11.294 -3.959
N -34.174 11.615 -4.660
H -33.684 7.133 -6.425
H -35.222 7.534 -7.117
H -35.037 7.399 -5.348
H -33.547 8.854 -4.244
H -32.311 9.048 -5.531
H -32.552 11.361 -5.897
H -31.035 10.724 -4.096
H -32.343 10.993 -2.987
H -31.714 12.358 -3.941
H -34.034 12.615 -4.642
H -34.865 11.580 -5.395
C -31.487 0.453 -14.232
O -31.142 1.446 -13.304
C -30.875 2.665 -13.955
C -29.396 3.056 -13.579
C -29.152 3.148 -12.102
N -28.973 4.321 -14.128
H -31.705 -0.440 -13.647
H -30.750 0.251 -15.009
H -32.387 0.718 -14.787
H -30.988 2.704 -15.039
H -31.501 3.447 -13.524
H -28.770 2.284 -14.025
H -28.161 3.556 -11.905
H -29.189 2.148 -11.671
H -29.885 3.791 -11.615
H -28.048 4.419 -13.734
H -28.943 4.375 -15.136
C -20.971 14.941 -11.697
O -20.427 16.096 -12.126
C -20.152 16.260 -13.458
C -19.786 17.693 -13.721
C -20.844 18.751 -13.517
N -19.467 17.932 -15.123
H -22.043 14.964 -11.895
H -20.995 14.759 -10.623
H -20.516 14.067 -12.163
H -19.436 15.598 -13.945
H -21.087 16.041 -13.974
H -18.847 17.898 -13.208
H -20.599 19.759 -13.853
H -21.016 18.858 -12.446
H -21.831 18.488 -13.898
H -20.395 17.845 -15.511
H -18.878 17.177 -15.446
C -30.110 7.308 -25.936
O -29.664 7.295 -24.580
C -30.580 7.594 -23.524
C -29.785 7.728 -22.120
C -30.639 8.276 -21.024
N -28.638 8.641 -22.315
H -29.257 7.516 -26.581
H -30.718 8.209 -26.018
H -30.610 6.382 -26.223
H -31.096 8.530 -23.739
H -31.362 6.837 -23.455
H -29.313 6.788 -21.836
H -31.634 7.836 -21.093
H -30.746 9.359 -21.100
H -30.383 8.121 -19.976
H -29.018 9.530 -22.605
H -28.304 8.297 -23.204
C -30.218 11.885 -11.162
C -29.216 13.001 -10.779
C -29.939 14.339 -10.313
O -28.331 12.577 -9.788
H -30.648 12.136 -12.132
H -31.010 11.753 -10.425
H -29.736 10.926 -11.351
H -28.605 13.157 -11.669
H -30.745 14.597 -11.000
H -29.199 15.139 -10.310
H -30.293 14.296 -9.283
H -28.095 13.385 -9.327
C -39.392 12.800 -11.275
C -38.624 11.640 -10.690
C -38.291 10.514 -11.695
O -37.443 12.087 -10.167
H -40.051 12.457 -12.072
H -38.674 13.532 -11.646
H -40.006 13.348 -10.560
H -39.182 11.160 -9.886
H -37.767 10.915 -12.563
H -39.238 10.095 -12.036
H -37.660 9.725 -11.286
H -37.050 11.382 -9.647
C -33.201 15.631 -17.802
C -32.068 16.441 -17.260
C -30.678 15.859 -17.373
O -31.955 17.667 -17.916
H -33.049 15.596 -18.881
H -34.121 16.156 -17.543
H -33.368 14.611 -17.456
H -32.382 16.621 -16.232
H -30.249 15.855 -18.375
H -30.635 14.852 -16.959
H -29.953 16.423 -16.787
H -32.400 18.320 -17.370
C -23.417 17.862 -5.863
C -21.965 17.558 -5.314
C -21.103 18.769 -5.679
O -21.948 17.543 -3.892
H -23.724 18.830 -5.469
H -24.038 17.065 -5.453
H -23.400 18.019 -6.942
H -21.568 16.609 -5.674
H -21.210 19.068 -6.721
H -20.042 18.578 -5.521
H -21.281 19.671 -5.094
H -22.350 18.341 -3.540
C -26.997 25.432 -11.501
C -27.525 24.135 -10.881
C -27.697 23.039 -11.928
O -26.515 23.694 -9.936
H -25.916 25.377 -11.628
H -27.203 26.357 -10.963
H -27.367 25.466 -12.526
H -28.387 24.294 -10.233
H -26.798 22.718 -12.453
H -28.362 23.407 -12.710
H -28.147 22.098 -11.611
H -25.637 23.903 -10.262

Results
HOMO: -9.07 eV
F_max: 3.52 eV Å⁻¹
electronic energy: -92824.0510 eV
SMILES: O=S1(=O)CCCC1.COC[C@H](C)N.COC[C@H](C)N.COC[C@H](C)N.COC[C@H](C)N.COC[C@H](C)N.COC[C@H](C)N.CC(C)O.CC(C)O.CC(C)O.CC(C)O.CC(C)O
frontier orbital gap: 9.311 eV

8.
Density functional theory data (ωB97M-V/def2-TZVPD) for C19H38F8N3O5Si2 as an isolated structure.

Positions of all 75 atoms, in Å:
N 5.265 0.784 1.690
C 4.267 0.696 0.906
C 4.429 0.030 -0.441
Si 2.840 -0.543 -1.265
C 2.207 0.628 -2.587
C 2.780 2.053 -2.521
C 2.291 2.841 -1.300
C 0.943 3.496 -1.501
F -0.018 2.597 -1.894
F 1.005 4.446 -2.479
C 0.388 4.184 -0.217
F 1.375 4.618 0.567
F -0.344 3.307 0.498
F -0.397 5.218 -0.509
C 3.228 -2.297 -1.916
O 4.445 -2.353 -2.680
C 4.450 -1.838 -3.925
F 4.752 -0.518 -3.911
F 3.254 -1.948 -4.544
F 5.358 -2.459 -4.647
O 1.678 -0.570 -0.057
Si 0.639 -1.784 0.345
C -1.067 -1.045 0.524
C -1.433 -0.053 -0.605
C -2.547 -0.524 -1.548
C -2.077 -1.239 -2.847
N -0.646 -1.535 -2.881
C 1.160 -2.478 2.038
C 2.180 -1.571 2.667
O 1.894 -0.473 3.084
O 3.436 -2.050 2.800
H 4.999 1.224 2.569
H 3.279 1.053 1.206
H 5.046 -0.854 -0.251
H 5.023 0.656 -1.109
H 2.330 0.229 -3.592
H 1.131 0.686 -2.428
H 3.868 2.038 -2.509
H 2.501 2.594 -3.427
H 2.234 2.218 -0.405
H 2.988 3.648 -1.076
H 2.410 -2.798 -2.436
H 3.443 -2.922 -1.045
H 0.592 -2.862 -0.666
H -1.760 -1.894 0.535
H -1.153 -0.563 1.499
H -1.788 0.874 -0.134
H -0.551 0.233 -1.168
H -3.152 0.339 -1.832
H -3.222 -1.198 -1.013
H -2.319 -0.610 -3.702
H -2.657 -2.156 -2.974
H -0.252 -1.383 -3.797
H -0.450 -2.481 -2.590
H 0.294 -2.401 2.696
H 1.482 -3.517 2.000
H 3.609 -2.729 2.137
C -6.018 1.079 3.209
C -5.173 0.567 2.055
C -4.574 -0.826 2.236
O -3.523 -0.779 3.175
C -3.836 -1.176 4.517
N -3.961 1.457 1.887
H -5.415 1.284 4.095
H -6.537 1.999 2.938
H -6.770 0.339 3.473
H -5.737 0.620 1.124
H -4.133 -1.124 1.279
H -5.330 -1.566 2.501
H -4.663 -1.885 4.532
H -4.083 -0.313 5.137
H -2.949 -1.652 4.927
H -4.184 2.450 1.953
H -3.479 1.285 0.999
H -3.299 1.196 2.633

Results
HOMO: -11.45 eV
F_max: 1.09 eV Å⁻¹
electronic energy: -72520.1835 eV
frontier orbital gap: 8.416 eV
charge: +1